# C28H25N3O5

An isolated molecule of C28H25N3O5 in a non-equilibrium geometry (the ωB97M-V functional and the def2-TZVPD basis, OMol25).

XYZ file:
```
61
Properties=species:S:1:pos:R:3:forces:R:3:nbo_charge:R:1
C -5.678 -1.082 1.849 -0.2 0.0 0.1 -0.251
H -6.077 -2.079 1.670 0.0 0.1 0.0 0.204
O -4.372 -1.097 1.323 0.3 0.0 -0.2 -0.492
C -3.616 0.025 1.409 0.2 0.3 0.1 0.338
C -4.038 1.222 1.982 -0.3 -0.4 0.0 -0.313
C -3.197 2.320 2.023 0.5 0.1 -0.2 -0.151
C -1.913 2.250 1.493 -0.6 -0.5 0.1 -0.150
C -1.492 1.043 0.926 -0.3 0.0 0.2 -0.084
C -2.313 -0.059 0.881 -0.1 -0.2 -0.2 -0.109
C -1.826 -1.323 0.237 0.1 -0.2 0.4 -0.098
H -2.267 -2.208 0.709 0.2 0.1 -0.1 0.214
H -0.734 -1.386 0.289 -0.1 0.0 0.0 0.212
O -2.213 -1.299 -1.144 -0.2 0.4 0.0 -0.501
C -2.026 -2.420 -1.833 -0.1 -0.2 -0.3 0.808
O -1.577 -3.434 -1.361 0.0 -0.1 0.0 -0.619
C -2.461 -2.257 -3.267 0.1 0.0 0.2 -0.716
H -1.654 -2.570 -3.924 0.0 0.0 0.0 0.238
H -3.316 -2.903 -3.454 0.0 0.0 0.0 0.241
H -2.728 -1.223 -3.457 0.0 0.0 -0.1 0.231
H -0.497 0.986 0.516 0.2 -0.1 -0.1 0.224
C -1.010 3.382 1.498 0.6 0.7 0.0 0.069
N 0.126 3.230 0.952 -0.6 -0.5 0.2 -0.242
N 1.054 4.184 0.864 -0.1 1.0 0.4 -0.438
C 2.222 3.890 0.206 -0.1 0.0 0.2 0.656
O 3.126 4.686 0.112 0.1 0.0 -0.1 -0.567
C 2.205 2.488 -0.324 0.4 -0.5 -0.2 -0.060
C 2.927 1.508 0.301 -0.2 0.4 -0.2 -0.226
C 2.802 0.163 -0.136 -0.3 0.2 -0.2 0.223
N 2.003 -0.180 -1.113 0.3 -0.4 0.1 -0.396
C 1.293 0.763 -1.755 -0.1 0.8 0.0 0.130
C 0.433 0.356 -2.797 -0.1 0.2 -0.2 -0.183
C -0.310 1.280 -3.476 0.0 -0.3 0.0 -0.208
C -0.218 2.643 -3.156 0.1 0.3 0.1 -0.211
C 0.605 3.069 -2.150 -0.1 0.0 -0.1 -0.199
C 1.368 2.142 -1.417 0.2 -0.5 -0.1 -0.010
H 0.685 4.121 -1.915 0.0 0.1 0.0 0.212
H -0.803 3.358 -3.716 0.0 0.1 0.0 0.214
H -0.969 0.970 -4.274 0.0 -0.1 -0.1 0.212
H 0.393 -0.696 -3.030 0.0 -0.1 0.0 0.222
C 3.581 -0.895 0.524 0.1 -0.3 0.1 -0.153
C 4.885 -0.638 0.929 -0.2 -0.1 0.0 -0.164
C 5.660 -1.614 1.527 0.1 -0.1 0.1 -0.251
C 5.124 -2.872 1.732 0.1 0.1 0.0 -0.178
C 3.827 -3.153 1.340 -0.3 -0.2 -0.1 -0.325
C 3.039 -2.181 0.729 0.1 0.1 0.0 0.418
O 1.757 -2.384 0.345 0.2 0.1 0.2 -0.499
C 1.237 -3.695 0.385 -0.2 -0.3 0.0 -0.269
H 1.884 -4.397 -0.147 0.0 0.0 0.0 0.176
H 1.095 -4.039 1.416 0.1 0.0 0.0 0.169
H 0.272 -3.654 -0.118 0.1 0.0 0.1 0.233
H 3.433 -4.141 1.516 -0.1 -0.1 0.0 0.221
H 5.715 -3.646 2.199 0.0 -0.1 0.0 0.213
H 6.674 -1.396 1.825 0.1 0.0 0.0 0.214
H 5.309 0.338 0.743 0.0 0.1 0.0 0.214
H 3.547 1.745 1.152 0.0 0.0 0.1 0.227
H 0.924 5.114 1.272 0.1 -0.3 -0.2 0.383
H -1.339 4.319 1.962 0.1 0.0 0.0 0.159
H -3.549 3.239 2.469 0.0 0.1 0.0 0.210
H -5.029 1.311 2.398 -0.1 0.0 0.0 0.220
H -5.676 -0.881 2.925 0.0 0.0 0.0 0.178
H -6.307 -0.344 1.341 0.0 0.0 0.0 0.178
```
Forces are in eV/Å.

**LUMO level**: 0.19 eV
**Relative energy (zero: lowest compared OMol25 entry of this formula, charge and spin)**: 207.5 kJ/mol
**Frontier orbital gap**: 8.3 eV
**SMILES**: COc1ccc(/C=N/NC(=O)c2cc(-c3ccccc3OC)nc3ccccc23)cc1COC(C)=O
**E_HOMO**: -0.2977 hartree
**Spin multiplicity**: 1